(1)
Below is a cluster of 7 separate species, C5H24NO6S in total, with properties calculated with ωB97M-V/def2-TZVPD.

Net charge   -1
Gap between HOMO and LUMO   5.58 eV
Strongest force on any atom   1.7 eV Å⁻¹

Bonds (Å) are listed after each position.
Atoms and positions in Å:
1 C 2.4306 -0.4355 -1.0480  C2 1.538, C4 1.515, H8 1.093, H9 1.095
2 C 2.8162 -1.6640 -0.2070  C1 1.538, S3 1.846, H10 1.086, H11 1.089
3 S 1.5615 -2.8672 0.4130  C2 1.846
4 C 1.6736 0.6234 -0.2734  C1 1.515, N5 1.474, H12 1.091, H13 1.093
5 N 0.7745 1.4283 -1.1205  C4 1.474, C6 1.470, C7 1.450
6 C -0.6106 1.4559 -0.6296  N5 1.470, H14 1.088, H15 1.085, H16 1.089
7 C 1.2930 2.7620 -1.3573  N5 1.450, H17 1.081, H18 1.073, H19 1.094
8 H 1.8580 -0.7429 -1.9272  C1 1.093
9 H 3.3936 -0.0759 -1.4266  C1 1.095
10 H 3.5846 -2.2523 -0.7000  C2 1.086
11 H 3.1724 -1.2048 0.7134  C2 1.089
12 H 2.3199 1.2737 0.3180  C4 1.091
13 H 1.0716 0.0583 0.4426  C4 1.093
14 H -0.7633 0.4924 -0.1474  C6 1.088
15 H -1.2014 1.3963 -1.5377  C6 1.085
16 H -0.8523 2.3391 -0.0392  C6 1.089
17 H 2.0470 2.7175 -2.1305  C7 1.081
18 H 0.5759 3.4743 -1.7184  C7 1.073
19 H 1.8276 3.1292 -0.4763  C7 1.094
20 H 1.3587 -1.0051 3.3654  O22 0.967
21 H 0.4211 0.1091 2.9877  O22 0.965
22 O 1.0812 -0.1236 3.6516  H20 0.967, H21 0.965
23 H -2.8619 -2.1919 -0.1020  O25 0.959
24 H -1.6660 -3.0166 0.4566  O25 0.966
25 O -2.4924 -2.5770 0.6943  H23 0.959, H24 0.966
26 H -1.3378 -2.9157 -1.8438  O28 0.961
27 H -2.6482 -2.6398 -2.8141  O28 0.954
28 O -1.7490 -2.9415 -2.7118  H26 0.961, H27 0.954
29 H -1.0263 -1.4308 3.1510  O31 0.965
30 H -2.1167 -1.6103 2.1823  O31 0.975
31 O -1.7413 -0.9163 2.7556  H29 0.965, H30 0.975
32 H -2.8021 0.8659 -1.8120  O34 0.954
33 H -4.2034 0.4747 -2.3483  O34 0.962
34 O -3.6062 1.2120 -2.1907  H32 0.954, H33 0.962
35 H 0.2544 2.2128 2.3761  O37 0.962
36 H -1.2636 1.9990 2.3606  O37 0.966
37 O -0.5731 2.5872 2.6939  H35 0.962, H36 0.966


(2)
Below is a cluster of 2 separate species, CH7N3 in total, with properties calculated with ωB97M-V/def2-TZVPD.

Relative energy (zero: lowest compared OMol25 entry of this formula, charge and spin)   18.98 kcal per mole
Gap between HOMO and LUMO   10.73 eV
Strongest force on any atom   3.5 eV Å⁻¹

Bonds (Å) are listed after each position.
Atoms and positions in Å:
1 H -1.3099 1.3545 -2.5533  N2 0.994
2 N -1.1720 0.8288 -1.7205  H1 0.994, C3 1.253
3 C -1.7252 -0.2778 -1.5231  N2 1.253, N4 1.442, H5 1.066
4 N -1.1557 -0.9919 -0.4073  C3 1.442, H6 1.024, H7 1.063
5 H -2.5476 -0.7920 -1.9656  C3 1.066
6 H -1.7646 -1.2778 0.3645  N4 1.024
7 H -0.4314 -0.4108 0.1096  N4 1.063
8 N 2.6887 0.2267 1.7345  H9 0.988, H10 1.019, H11 0.977
9 H 2.9809 1.1429 1.9596  N8 0.988
10 H 2.6270 -0.1810 2.6660  N8 1.019
11 H 1.8097 0.3782 1.3356  N8 0.977


(3)
Below is the ion C4H5F2O2S with charge -1, with properties calculated with ωB97M-V/def2-TZVPD.

Net charge   -1
Relative energy (zero: lowest compared OMol25 entry of this formula, charge and spin)   14.46 kcal per mole
Gap between HOMO and LUMO   7.99 eV
Strongest force on any atom   3.9 eV Å⁻¹

Bonds (Å) are listed after each position.
Atoms and positions in Å:
1 C 0.7172 0.9786 -0.2129  S2 1.818, H10 1.060, H11 1.208, H12 1.100
2 S 1.4875 -0.6449 0.0613  C1 1.818, C3 1.862
3 C 0.0739 -1.8549 0.1351  S2 1.862, F4 1.338, F5 1.386, C6 1.867
4 F 0.4161 -2.9123 -0.6093  C3 1.338
5 F -0.0058 -2.3202 1.4377  C3 1.386
6 C -1.5852 -1.3097 -0.5247  C3 1.867, C7 1.571, H13 1.103, H14 1.126
7 C -2.1588 -0.0204 0.1648  C6 1.571, O8 1.229, O9 1.237
8 O -1.6718 0.2503 1.2599  C7 1.229
9 O -3.0134 0.5648 -0.5114  C7 1.237
10 H 0.3635 1.0114 -1.2112  C1 1.060
11 H 1.4196 1.8591 0.2243  C1 1.208
12 H -0.0660 0.8953 0.5554  C1 1.100
13 H -2.2321 -2.1517 -0.2263  C6 1.103
14 H -1.4889 -1.3645 -1.6449  C6 1.126


(4)
Below is a cluster of 11 separate species, C82H64Cl12O10 in total, with properties calculated with ωB97M-V/def2-TZVPD.

Relative energy (zero: lowest compared OMol25 entry of this formula, charge and spin)   0.00 kcal per mole
Gap between HOMO and LUMO   8.26 eV
Strongest force on any atom   3.8 eV Å⁻¹

Bonds (Å) are listed after each position.
Atoms and positions in Å:
1 O 4.4193 -4.1165 -4.1425  C2 1.202
2 C 3.4116 -3.4647 -4.2049  O1 1.202, C3 1.487, C16 1.479
3 C 3.3135 -2.3607 -3.2132  C2 1.487, C4 1.442, C8 1.376
4 C 4.2089 -2.3927 -2.0832  C3 1.442, C5 1.367, H17 1.057
5 C 4.1447 -1.3885 -1.1582  C4 1.367, C6 1.407, H18 1.089
6 C 3.3931 -0.2113 -1.3298  C5 1.407, C7 1.397, H19 1.062
7 C 2.5293 -0.2227 -2.4282  C6 1.397, C8 1.417, H20 1.093
8 C 2.4668 -1.2865 -3.3617  C3 1.376, C7 1.417, C9 1.512
9 C 1.4959 -1.3188 -4.5203  C8 1.512, O10 1.221, C11 1.499
10 O 0.7112 -0.4467 -4.8592  C9 1.221
11 C 1.4697 -2.5412 -5.3868  C9 1.499, C12 1.372, C16 1.366
12 C 0.4574 -2.6204 -6.3101  C11 1.372, C13 1.387, H21 1.042
13 C 0.4220 -3.7432 -7.1229  C12 1.387, C14 1.388, H22 1.075
14 C 1.2956 -4.8161 -7.0084  C13 1.388, C15 1.379, H23 1.097
15 C 2.3037 -4.7165 -6.0727  C14 1.379, C16 1.421, H24 1.093
16 C 2.3774 -3.5539 -5.2590  C2 1.479, C11 1.366, C15 1.421
17 H 4.8652 -3.2147 -1.9827  C4 1.057
18 H 4.8277 -1.3855 -0.3103  C5 1.089
19 H 3.5737 0.6779 -0.7774  C6 1.062
20 H 1.7765 0.5625 -2.5354  C7 1.093
21 H -0.0246 -1.7236 -6.5305  C12 1.042
22 H -0.3967 -3.8051 -7.8162  C13 1.075
23 H 1.0411 -5.6719 -7.6466  C14 1.097
24 H 3.0012 -5.5419 -5.9050  C15 1.093
25 O 1.7704 -7.9052 -5.1841  C26 1.197
26 C 1.4670 -8.4170 -4.1457  O25 1.197, C27 1.511, C40 1.496
27 C 1.7349 -9.8484 -3.7418  C26 1.511, C28 1.352, C32 1.378
28 C 2.4478 -10.5443 -4.6560  C27 1.352, C29 1.403, H41 1.105
29 C 2.7424 -11.8877 -4.3762  C28 1.403, C30 1.378, H42 1.070
30 C 2.2895 -12.4733 -3.2143  C29 1.378, C31 1.407, H43 1.106
31 C 1.6007 -11.6979 -2.2635  C30 1.407, C32 1.334, H44 1.119
32 C 1.3406 -10.4221 -2.5521  C27 1.378, C31 1.334, C33 1.549
33 C 0.5033 -9.5822 -1.5558  C32 1.549, O34 1.219, C35 1.527
34 O 0.1283 -9.9500 -0.4554  C33 1.219
35 C 0.2631 -8.1229 -1.9355  C33 1.527, C36 1.396, C40 1.391
36 C -0.5660 -7.3636 -1.1085  C35 1.396, C37 1.374, H45 1.080
37 C -1.0203 -6.1313 -1.5123  C36 1.374, C38 1.375, H46 1.078
38 C -0.5726 -5.6084 -2.7024  C37 1.375, C39 1.386, H47 1.104
39 C 0.3246 -6.3223 -3.4817  C38 1.386, C40 1.376, H48 1.092
40 C 0.6871 -7.6096 -3.1572  C26 1.496, C35 1.391, C39 1.376
41 H 2.8175 -9.9862 -5.5354  C28 1.105
42 H 3.2039 -12.5683 -5.0603  C29 1.070
43 H 2.5448 -13.4947 -2.8755  C30 1.106
44 H 1.2832 -12.0285 -1.2430  C31 1.119
45 H -0.9419 -7.7826 -0.1867  C36 1.080
46 H -1.5414 -5.4426 -0.8672  C37 1.078
47 H -0.8087 -4.6013 -3.0870  C38 1.104
48 H 0.7909 -5.8623 -4.3549  C39 1.092
49 O -4.0888 -3.7420 -1.2092  C50 1.195
50 C -4.4825 -2.6145 -1.2554  O49 1.195, C51 1.510, C64 1.492
51 C -5.5347 -2.1072 -0.2990  C50 1.510, C52 1.373, C56 1.373
52 C -5.9530 -2.9545 0.6975  C51 1.373, C53 1.373, H65 1.112
53 C -6.9175 -2.5675 1.5948  C52 1.373, C54 1.420, H66 1.061
54 C -7.3589 -1.2175 1.5906  C53 1.420, C55 1.389, H67 1.100
55 C -6.9657 -0.3286 0.5990  C54 1.389, C56 1.429, H68 1.084
56 C -6.0447 -0.8339 -0.3698  C51 1.373, C55 1.429, C57 1.458
57 C -5.5616 0.0553 -1.4199  C56 1.458, O58 1.180, C59 1.515
58 O -5.9997 1.1494 -1.4782  C57 1.180
59 C -4.4209 -0.3814 -2.3167  C57 1.515, C60 1.376, C64 1.398
60 C -3.7934 0.5969 -3.0533  C59 1.376, C61 1.384, H69 1.072
61 C -2.7075 0.2258 -3.8271  C60 1.384, C62 1.387, H70 1.088
62 C -2.2500 -1.0833 -3.8264  C61 1.387, C63 1.379, H71 1.075
63 C -2.8151 -2.0697 -3.0457  C62 1.379, C64 1.395, H72 1.082
64 C -3.8845 -1.6707 -2.2445  C50 1.492, C59 1.398, C63 1.395
65 H -5.5055 -3.9708 0.7462  C52 1.112
66 H -7.3520 -3.1888 2.3367  C53 1.061
67 H -7.8701 -0.7506 2.4449  C54 1.100
68 H -7.3269 0.6921 0.6602  C55 1.084
69 H -4.1482 1.6049 -2.9743  C60 1.072
70 H -2.2502 0.9797 -4.4649  C61 1.088
71 H -1.5077 -1.3176 -4.5681  C62 1.075
72 H -2.3866 -3.0543 -2.9085  C63 1.082
73 O 2.4627 11.2668 0.2494  C74 1.207
74 C 2.1833 10.2824 -0.3913  O73 1.207, C75 1.490, C88 1.527
75 C 1.6259 9.1034 0.3284  C74 1.490, C76 1.344, C80 1.393
76 C 1.7132 9.0346 1.6676  C75 1.344, C77 1.389, H89 1.076
77 C 1.3808 7.8304 2.2758  C76 1.389, C78 1.372, H90 1.070
78 C 0.9139 6.7691 1.5417  C77 1.372, C79 1.369, H91 1.113
79 C 0.8122 6.8401 0.1783  C78 1.369, C80 1.402, H92 1.069
80 C 1.1904 8.0345 -0.4516  C75 1.393, C79 1.402, C81 1.526
81 C 1.2264 8.0739 -1.9766  C80 1.526, O82 1.215, C83 1.527
82 O 0.6179 7.2647 -2.6486  C81 1.215
83 C 2.0762 9.1575 -2.6365  C81 1.527, C84 1.359, C88 1.403
84 C 2.3641 9.1579 -3.9651  C83 1.359, C85 1.408, H93 1.102
85 C 3.0836 10.2186 -4.5470  C84 1.408, C86 1.347, H94 1.081
86 C 3.5776 11.2115 -3.7822  C85 1.347, C87 1.375, H95 1.084
87 C 3.3131 11.2290 -2.4326  C86 1.375, C88 1.372, H96 1.118
88 C 2.5550 10.2326 -1.8718  C74 1.527, C83 1.403, C87 1.372
89 H 2.1248 9.8322 2.2609  C76 1.076
90 H 1.5310 7.6659 3.3222  C77 1.070
91 H 0.5368 5.8403 2.0251  C78 1.113
92 H 0.4671 5.9607 -0.3212  C79 1.069
93 H 1.9855 8.3323 -4.5896  C84 1.102
94 H 3.2435 10.2608 -5.6157  C85 1.081
95 H 4.1291 11.9899 -4.2970  C86 1.084
96 H 3.6842 12.0387 -1.7567  C87 1.118
97 O 0.0230 -0.5235 4.0467  C98 1.217
98 C -0.3493 0.0238 3.0259  O97 1.217, C99 1.543, C112 1.459
99 C -0.2210 -0.7865 1.7188  C98 1.543, C100 1.390, C104 1.385
100 C 0.3474 -2.0523 1.7934  C99 1.390, C101 1.395, H113 1.085
101 C 0.5048 -2.8047 0.6292  C100 1.395, C102 1.390, H114 1.080
102 C 0.1025 -2.2183 -0.5651  C101 1.390, C103 1.393, H115 1.116
103 C -0.4737 -0.9526 -0.6436  C102 1.393, C104 1.393, H116 1.087
104 C -0.6237 -0.2101 0.5253  C99 1.385, C103 1.393, C105 1.484
105 C -1.4130 1.0469 0.5159  C104 1.484, O106 1.236, C107 1.430
106 O -2.0501 1.3658 -0.4945  C105 1.236
107 C -1.4273 1.7575 1.7570  C105 1.430, C108 1.395, C112 1.381
108 C -2.0232 3.0183 1.7408  C107 1.395, C109 1.354, H117 1.073
109 C -2.1801 3.7597 2.8634  C108 1.354, C110 1.397, H118 1.085
110 C -1.6265 3.3287 4.0712  C109 1.397, C111 1.351, H119 1.069
111 C -0.9511 2.1596 4.1126  C110 1.351, C112 1.386, H120 1.089
112 C -0.9736 1.3421 2.9932  C98 1.459, C107 1.381, C111 1.386
113 H 0.5616 -2.5135 2.7518  C100 1.085
114 H 0.8720 -3.8191 0.5906  C101 1.080
115 H 0.3430 -2.7477 -1.5179  C102 1.116
116 H -0.7548 -0.5575 -1.6161  C103 1.087
117 H -2.2950 3.4938 0.8178  C108 1.073
118 H -2.6388 4.7430 2.8384  C109 1.085
119 H -1.6550 3.9509 4.9405  C110 1.069
120 H -0.4436 1.8276 5.0174  C111 1.089
121 Cl 1.0725 1.9350 7.6398  C122 1.747
122 C 1.6455 0.4980 6.8285  Cl121 1.747, C123 1.506, H125 1.093, H126 1.093
123 C 1.0227 -0.7302 7.4371  C122 1.506, Cl124 1.748, H127 1.057, H128 1.069
124 Cl 1.7123 -1.2856 8.9447  C123 1.748
125 H 2.7317 0.4215 6.9221  C122 1.093
126 H 1.3543 0.6784 5.7906  C122 1.093
127 H 1.1816 -1.4938 6.7240  C123 1.057
128 H -0.0284 -0.6251 7.6023  C123 1.069
129 Cl 4.6255 -0.2274 2.6728  C130 1.757
130 C 4.3335 1.1968 3.6602  Cl129 1.757, C131 1.510, H133 1.097, H134 1.088
131 C 2.9214 1.7309 3.6282  C130 1.510, Cl132 1.800, H135 1.114, H136 1.102
132 Cl 2.4691 2.3620 2.0039  C131 1.800
133 H 5.0873 1.9513 3.4014  C130 1.097
134 H 4.5833 0.9306 4.6850  C130 1.088
135 H 2.7401 2.5529 4.3575  C131 1.114
136 H 2.1710 0.9471 3.8178  C131 1.102
137 Cl -0.2605 3.7311 12.4229  C138 1.824
138 C -0.9758 2.9307 10.9485  Cl137 1.824, C139 1.511, H141 1.099, H142 1.076
139 C -2.1295 3.7609 10.4344  C138 1.511, Cl140 1.831, H143 1.099, H144 1.081
140 Cl -2.5952 3.0836 8.7984  C139 1.831
141 H -1.2876 1.8998 11.1685  C138 1.099
142 H -0.1306 2.9676 10.2839  C138 1.076
143 H -1.8537 4.8136 10.2824  C139 1.099
144 H -2.9367 3.6602 11.1463  C139 1.081
145 Cl -0.5608 3.8730 -4.7623  C146 1.798
146 C 0.5789 3.6503 -3.3898  Cl145 1.798, C147 1.528, H149 1.074, H150 1.067
147 C -0.0441 2.6678 -2.3988  C146 1.528, Cl148 1.762, H151 1.073, H152 1.110
148 Cl 1.0462 2.5505 -1.0196  C147 1.762
149 H 0.7039 4.6284 -2.9638  C146 1.074
150 H 1.5100 3.3095 -3.7852  C146 1.067
151 H -0.2211 1.7062 -2.8418  C147 1.073
152 H -1.0015 3.0273 -1.9686  C147 1.110
153 Cl 1.5958 -3.8251 6.0783  C154 1.791
154 C 2.2698 -3.3419 4.4912  Cl153 1.791, C155 1.501, H157 1.136, H158 1.073
155 C 3.7675 -3.3280 4.5835  C154 1.501, Cl156 1.785, H159 1.097, H160 1.052
156 Cl 4.3465 -2.0381 5.6725  C155 1.785
157 H 1.7937 -2.3269 4.3096  C154 1.136
158 H 2.0278 -4.0961 3.7668  C154 1.073
159 H 4.1542 -2.8881 3.6560  C155 1.097
160 H 4.3045 -4.1948 4.8419  C155 1.052
161 Cl -5.4239 3.0644 1.3357  C162 1.835
162 C -6.3507 4.1979 0.2293  Cl161 1.835, C163 1.498, H165 1.052, H166 1.095
163 C -5.3109 4.8841 -0.6028  C162 1.498, Cl164 1.811, H167 1.100, H168 1.094
164 Cl -4.1594 5.8963 0.3610  C163 1.811
165 H -6.9244 4.8482 0.8257  C162 1.052
166 H -6.9651 3.4575 -0.2930  C162 1.095
167 H -5.8261 5.6268 -1.2297  C163 1.100
168 H -4.6645 4.2046 -1.1666  C163 1.094